{"formula": "C6H15BrSi", "method": "ωB97M-V with the def2-TZVPD basis set", "relative_energy_kcal_mol": 11.2, "smiles": "CC[Si](Br)(CC)CC", "e_tot_ha": -3101.155961, "e_homo_ha": -0.357, "species": ["C", "C", "Si", "Br", "C", "C", "C", "C", "H", "H", "H", "H", "H", "H", "H", "H", "H", "H", "H", "H", "H", "H", "H"], "positions_angstrom": [[2.551, -1.128, 0.487], [1.424, -0.319, 1.141], [0.257, 0.619, -0.116], [1.551, 1.253, -1.901], [-0.811, -0.644, -0.881], [-0.340, -1.961, -1.366], [-0.884, 1.778, 0.858], [-2.291, 2.189, 0.276], [3.123, -1.749, 1.246], [3.248, -0.524, -0.116], [2.141, -1.853, -0.194], [1.922, 0.395, 1.829], [0.858, -0.934, 1.857], [-1.302, -0.148, -1.746], [-1.584, -0.739, -0.089], [-0.225, -2.649, -0.520], [-1.121, -2.401, -1.974], [0.513, -2.010, -1.981], [-0.959, 1.334, 1.924], [-0.193, 2.589, 0.909], [-2.256, 2.438, -0.804], [-2.661, 3.124, 0.732], [-2.963, 1.338, 0.429]], "atomic_forces_ev_per_a": [[0.5191, -0.7797, 0.5734], [0.5987, 1.2675, 0.1622], [0.6437, -1.6258, 1.0252], [-0.3223, 0.3897, 0.6723], [-1.2812, 1.1843, -0.5206], [-1.1440, -1.7250, 0.8644], [-0.2480, -0.6405, 0.2078], [1.1302, 0.1031, -0.1109], [-0.4852, 0.9405, -0.7466], [-0.2191, -0.0614, 0.4884], [-0.2023, -0.3660, -0.3866], [-0.3065, 0.0555, -0.3582], [-0.2680, -0.0097, -0.5495], [-0.0378, 0.0663, 0.5621], [0.0541, -0.2939, -0.4892], [0.3229, 0.0183, -0.1935], [-0.2864, -0.2642, -0.1338], [1.3406, 0.4239, -0.5370], [0.0891, 0.6580, -1.6789], [0.1227, 1.3242, 0.5472], [0.1586, -0.4430, 0.4759], [-0.0037, -0.6626, 0.2065], [-0.1753, 0.4406, -0.0804]]}

=====

{"formula": "C32H73N7O11PS", "method": "ωB97M-V with the def2-TZVPD basis set", "total_charge": 1, "e_tot_ha": -3213.251662, "e_homo_ha": -0.375, "species": ["C", "C", "O", "O", "C", "C", "C", "C", "C", "C", "C", "O", "O", "C", "P", "O", "O", "C", "N", "S", "C", "N", "H", "H", "H", "H", "H", "H", "H", "H", "H", "H", "H", "H", "H", "H", "H", "H", "H", "H", "C", "C", "C", "O", "C", "N", "H", "H", "H", "H", "H", "H", "H", "H", "H", "H", "H", "C", "C", "C", "O", "C", "N", "H", "H", "H", "H", "H", "H", "H", "H", "H", "H", "H", "C", "C", "C", "O", "C", "N", "H", "H", "H", "H", "H", "H", "H", "H", "H", "H", "H", "C", "C", "C", "O", "C", "N", "H", "H", "H", "H", "H", "H", "H", "H", "H", "H", "H", "C", "C", "C", "O", "C", "N", "H", "H", "H", "H", "H", "H", "H", "H", "H", "H", "H"], "positions_angstrom": [[2.988, 6.517, 1.259], [1.984, 5.528, 1.795], [1.289, 5.815, 2.714], [1.845, 4.296, 1.241], [2.394, 4.092, -0.065], [1.681, 2.878, -0.656], [2.462, 1.564, -0.398], [3.088, 0.964, -1.670], [4.475, 1.457, -1.979], [4.744, 2.285, -3.053], [3.670, 2.781, -3.971], [3.536, 3.944, -4.170], [2.901, 1.855, -4.566], [6.066, 2.709, -3.351], [6.444, 3.764, -4.859], [8.066, 3.589, -5.002], [6.248, 5.281, -4.363], [7.058, 2.294, -2.513], [6.811, 1.474, -1.443], [8.168, 0.971, -0.488], [5.561, 1.044, -1.161], [5.335, 0.185, -0.137], [3.819, 6.070, 0.721], [2.460, 7.209, 0.612], [3.398, 7.037, 2.113], [2.242, 4.951, -0.716], [3.467, 3.921, 0.037], [0.708, 2.831, -0.183], [1.561, 3.002, -1.730], [3.172, 1.752, 0.408], [1.762, 0.826, -0.017], [3.131, -0.121, -1.577], [2.407, 1.148, -2.481], [1.992, 2.199, -4.561], [8.356, 2.690, -4.808], [6.845, 5.548, -3.646], [8.086, 2.571, -2.684], [8.085, 1.821, 0.554], [4.459, 0.347, 0.344], [6.081, 0.134, 0.549], [-1.013, 5.790, -6.075], [-0.279, 5.895, -4.742], [0.432, 4.600, -4.331], [-0.394, 3.568, -3.825], [-1.056, 2.756, -4.778], [-1.218, 6.360, -3.718], [-1.957, 5.254, -5.981], [-1.247, 6.785, -6.451], [-0.403, 5.284, -6.825], [0.498, 6.656, -4.854], [1.109, 4.831, -3.503], [1.055, 4.214, -5.150], [-0.454, 2.608, -5.681], [-2.034, 3.161, -5.045], [-1.208, 1.793, -4.292], [-0.716, 6.542, -2.854], [-1.838, 5.588, -3.486], [-0.538, -1.139, -3.661], [0.208, -2.276, -2.973], [-0.701, -3.411, -2.481], [-1.426, -3.117, -1.308], [-2.613, -2.358, -1.497], [1.022, -1.719, -1.882], [-1.036, -0.483, -2.946], [0.166, -0.524, -4.224], [-1.287, -1.514, -4.360], [0.888, -2.712, -3.710], [-0.064, -4.262, -2.222], [-1.376, -3.750, -3.277], [-3.107, -2.609, -2.440], [-2.400, -1.287, -1.461], [-3.292, -2.589, -0.677], [1.602, -2.458, -1.495], [0.385, -1.484, -1.124], [-3.832, -3.114, 2.565], [-5.297, -2.731, 2.373], [-6.266, -3.517, 3.265], [-6.512, -4.846, 2.841], [-5.528, -5.791, 3.212], [-5.634, -2.855, 0.950], [-3.586, -4.054, 2.072], [-3.184, -2.349, 2.136], [-3.584, -3.207, 3.624], [-5.396, -1.678, 2.652], [-7.237, -3.017, 3.228], [-5.947, -3.500, 4.314], [-5.095, -5.560, 4.189], [-4.734, -5.855, 2.463], [-6.012, -6.766, 3.267], [-6.572, -2.496, 0.799], [-5.716, -3.847, 0.743], [-9.460, -2.785, 6.005], [-8.510, -2.138, 7.009], [-9.184, -1.111, 7.929], [-9.463, 0.135, 7.323], [-10.644, 0.180, 6.544], [-7.374, -1.563, 6.282], [-9.684, -2.123, 5.169], [-9.009, -3.685, 5.587], [-10.401, -3.071, 6.478], [-8.126, -2.935, 7.653], [-8.492, -0.885, 8.745], [-10.092, -1.525, 8.388], [-11.429, -0.453, 6.965], [-10.450, -0.114, 5.509], [-10.994, 1.212, 6.537], [-6.684, -1.230, 6.949], [-7.700, -0.715, 5.825], [7.016, -4.565, 2.376], [6.328, -3.462, 1.580], [5.010, -3.896, 0.923], [5.158, -4.691, -0.233], [5.396, -6.070, 0.002], [7.276, -2.924, 0.596], [7.527, -5.278, 1.730], [7.770, -4.137, 3.037], [6.301, -5.111, 2.993], [6.080, -2.660, 2.284], [4.490, -2.993, 0.584], [4.349, -4.390, 1.648], [4.865, -6.424, 0.890], [6.463, -6.277, 0.103], [5.030, -6.618, -0.865], [6.853, -2.121, 0.138], [7.362, -3.610, -0.150]], "atomic_forces_ev_per_a": [[0.2692, -0.5089, -0.1499], [0.0752, 0.1403, 0.0316], [-0.4907, 0.0259, 0.7531], [0.2680, 0.2465, -0.4848], [-0.3013, -0.2727, -0.1650], [1.0985, -0.2347, 0.2776], [-0.7984, 0.0999, -0.0564], [0.4714, -0.2519, 0.8082], [-0.2930, 0.4610, -0.7088], [0.5939, -0.6392, -0.0112], [-0.4643, -0.2361, -0.3821], [0.0697, 1.0077, 0.3134], [-0.0112, -0.5363, 0.7800], [0.7099, 0.2985, 0.9011], [-1.3171, -0.3767, -1.6456], [0.0811, 0.1415, 0.9483], [0.7762, -0.2001, 0.5415], [-0.4983, 0.1149, -0.6078], [0.1927, 0.2796, 0.3275], [0.4462, -0.5570, -0.0266], [-0.6680, -0.0309, -0.0292], [0.4065, 0.6657, 0.6243], [-0.0159, -0.0473, -0.1916], [0.0519, 0.2022, -0.0836], [-0.1181, 0.2777, 0.1204], [-0.0730, 0.2531, 0.1535], [0.1562, -0.0262, -0.1763], [-0.2672, 0.0070, -0.1355], [-0.2473, 0.1343, -0.0936], [0.1655, -0.0194, 0.0590], [-0.0305, -0.1714, 0.0585], [-0.0345, -0.1081, -0.0245], [-0.0270, -0.0259, -0.3072], [-0.0127, 0.1120, -0.5862], [0.1725, -0.0036, -0.3023], [-0.1049, 0.1772, -0.0518], [0.1794, -0.0433, 0.3032], [-0.3308, 0.2329, -0.2423], [-0.2654, -0.3423, -0.3361], [0.1355, -0.2802, -0.1908], [0.0626, 0.0247, -0.1235], [-0.3883, -0.1483, -0.0606], [0.3006, 0.1332, 0.0970], [0.0900, -0.0956, 0.0436], [-0.0888, -0.1152, 0.2627], [0.2337, -0.1564, 0.1450], [0.0067, -0.0520, 0.0614], [-0.0313, 0.0086, 0.0460], [-0.0024, -0.0037, 0.0014], [0.0691, -0.0557, 0.0572], [0.0028, 0.0595, -0.0186], [-0.0693, 0.0909, -0.1186], [-0.0135, 0.0854, -0.0551], [0.0514, 0.0318, -0.1484], [-0.0657, -0.0525, -0.1040], [-0.0140, 0.1481, -0.0318], [-0.1124, 0.0639, -0.0795], [0.0804, 0.1172, -0.1264], [-0.1819, 0.1687, 0.0582], [0.1084, -0.1945, 0.0311], [-0.0252, 0.0442, -0.0946], [-0.0163, 0.0034, 0.2817], [0.1067, -0.0516, 0.0489], [-0.0373, -0.0633, 0.0595], [0.0204, -0.0013, 0.0041], [0.0001, -0.0124, 0.0214], [0.0182, -0.0658, 0.0468], [-0.0045, 0.0057, 0.0391], [-0.0075, 0.1087, -0.0390], [0.0515, 0.0202, -0.0410], [-0.0795, 0.0255, -0.1308], [0.0021, -0.0389, -0.0100], [0.0296, -0.0412, -0.0412], [-0.0592, 0.0008, -0.0115], [0.1004, 0.1072, 0.0485], [0.1412, -0.2663, -0.0534], [-0.1515, 0.1486, 0.0514], [0.0942, -0.0007, 0.0308], [-0.1258, -0.0748, -0.1092], [-0.1003, 0.0441, 0.0064], [-0.0569, -0.0329, 0.0023], [-0.0208, -0.0013, -0.0403], [-0.0087, -0.0147, 0.0013], [-0.0872, -0.0049, 0.0240], [-0.0241, -0.0441, -0.0009], [0.0630, 0.0068, -0.0140], [0.0354, 0.0336, -0.0089], [0.0923, 0.0133, 0.0863], [-0.0391, 0.0211, 0.0137], [0.0414, 0.0903, -0.0298], [0.0628, -0.0118, -0.0130], [-0.0175, -0.1589, 0.0088], [-0.1647, 0.1024, -0.2529], [0.1351, -0.0390, 0.2079], [-0.0799, -0.0609, -0.0303], [0.0894, 0.1578, -0.0316], [0.1009, 0.0825, 0.1363], [0.0017, 0.0627, 0.0327], [0.0392, 0.0255, -0.0154], [-0.0066, 0.0162, -0.0048], [0.0177, 0.0482, 0.0671], [0.0083, 0.0547, -0.0218], [-0.0334, -0.0436, -0.0939], [0.0106, -0.0459, -0.0167], [-0.0935, -0.0873, 0.0023], [0.0196, 0.0060, 0.0479], [0.0414, -0.0890, -0.0029], [-0.0325, -0.0400, -0.0687], [0.0071, 0.0126, 0.1538], [0.1306, -0.2579, -0.0889], [-0.1315, 0.1838, 0.0353], [0.0050, -0.0336, 0.0455], [0.0296, -0.0031, -0.1680], [-0.1593, 0.1993, -0.0263], [-0.0406, 0.0023, -0.0595], [0.0219, 0.0203, -0.0394], [-0.0060, -0.0087, -0.0122], [-0.0580, 0.0281, -0.0366], [0.0077, -0.0061, -0.0500], [0.0787, -0.0528, 0.0469], [0.0246, 0.0210, 0.0370], [-0.0160, -0.0483, 0.1080], [-0.0381, 0.0406, -0.0098], [-0.0056, -0.0153, -0.0199], [0.1110, -0.0445, 0.0422]]}